Record 1
A cluster of 11 separate species, C25H72O11 in total. Source: OMol25; level of theory: the ωB97M-V functional and the def2-TZVPD basis.

```
! RIJCOSX wB97M-V def2-TZVPD def2/J DEFGRID3
* xyz 0 1
C 2.5046 1.0929 2.9125
O 1.9109 2.0194 3.7652
H 1.7876 0.9481 2.1044
H 3.4881 1.4406 2.5961
H 2.5134 0.1008 3.3637
H 2.1522 1.8278 4.6744
C -3.7494 -0.7501 5.3417
C -4.1979 -1.2113 3.9246
C -3.7265 -0.2646 2.8795
O -3.5650 -2.4511 3.7576
H -2.7773 -0.2661 5.2473
H -3.6893 -1.4079 6.2087
H -4.4225 0.0011 5.7550
H -5.2533 -1.4360 3.7702
H -4.0793 -0.4793 1.8708
H -2.6631 -0.0746 2.7339
H -4.2086 0.6700 3.1661
H -2.6123 -2.3817 3.8528
C 2.4218 -5.4889 -1.9951
C 2.2641 -3.9888 -1.9808
C 2.3597 -3.4604 -3.4673
O 0.9419 -3.8146 -1.5441
H 3.4742 -5.7596 -2.0811
H 1.9762 -6.0212 -2.8354
H 2.1246 -5.9783 -1.0676
H 3.0142 -3.6186 -1.2819
H 1.5285 -3.8317 -4.0668
H 3.2090 -3.9327 -3.9608
H 2.4527 -2.3761 -3.5285
H 0.4789 -3.1414 -2.0481
C 3.1925 -3.5233 3.7956
C 2.8042 -4.6106 2.7567
C 2.6388 -4.0028 1.3978
O 3.7453 -5.6983 2.8037
H 2.4038 -2.8765 4.1800
H 3.9156 -2.8095 3.4010
H 3.5595 -3.9399 4.7336
H 1.8504 -4.9247 3.1806
H 2.1563 -4.6714 0.6847
H 3.5341 -3.5959 0.9279
H 1.9676 -3.1455 1.4480
H 3.4755 -6.2258 2.0483
C -1.2995 5.2643 2.8747
C -0.7341 4.1260 3.6839
C -1.0808 2.8160 2.9859
O 0.6698 4.2965 3.5962
H -0.7088 5.2912 1.9590
H -1.0630 6.2191 3.3443
H -2.3569 5.4138 2.6567
H -1.1046 4.2667 4.6993
H -2.1446 2.6722 2.7971
H -0.7781 1.8720 3.4391
H -0.5652 2.7342 2.0290
H 0.9753 3.3906 3.5094
C 0.8576 0.5870 -7.0712
C 1.2816 -0.0752 -5.7833
C 0.3885 -0.9117 -4.9449
O 2.4550 -0.8975 -5.9622
H -0.1636 0.8458 -7.3510
H 1.1188 -0.0019 -7.9505
H 1.4163 1.5076 -7.2403
H 1.6155 0.6300 -5.0222
H -0.6682 -0.7043 -5.1139
H 0.3904 -0.7059 -3.8745
H 0.5365 -1.9744 -5.1370
H 3.1857 -0.3232 -6.2029
C 5.2759 1.0245 -3.1067
C 3.9742 1.8311 -2.9253
C 3.8428 2.2669 -1.5382
O 4.1107 2.9802 -3.6707
H 5.0069 0.0078 -2.8205
H 6.1740 1.3297 -2.5696
H 5.5261 1.0265 -4.1676
H 3.1740 1.2730 -3.4116
H 4.8344 2.3974 -1.1050
H 3.2796 1.5120 -0.9895
H 3.2625 3.1895 -1.5489
H 4.7999 3.4819 -3.2292
C -0.8307 1.0231 -0.3762
C -0.0407 -0.0849 -1.0760
C 1.2383 -0.5491 -0.3120
O -0.8747 -1.2058 -1.3284
H -1.8268 1.2562 -0.7526
H -0.3614 2.0015 -0.4786
H -0.9656 0.9234 0.7008
H 0.1990 0.1684 -2.1087
H 1.9611 0.2333 -0.0805
H 1.9288 -1.2687 -0.7519
H 0.9694 -0.8576 0.6982
H -1.0588 -1.5296 -0.4436
C -6.0545 5.2969 0.8183
C -5.8821 3.8269 0.2911
C -4.3803 3.3874 0.5231
O -6.7376 2.8788 0.8953
H -7.0900 5.5815 0.6311
H -5.2651 5.9211 0.3996
H -6.0126 5.0046 1.8675
H -6.1018 3.8981 -0.7742
H -4.1415 3.5863 1.5679
H -3.9054 4.2402 0.0382
H -4.0687 2.4428 0.0773
H -6.5657 2.0487 0.4449
O -3.4356 -0.8693 -2.0359
H -2.4795 -0.8917 -1.9940
H -3.7185 -1.5530 -1.4287
O -3.6212 -2.8597 0.0051
H -2.9414 -3.5232 0.1224
H -4.3232 -3.1278 0.5980
*
```

Computed properties:
**Energy relative to the best compared isomer or geometry (same formula, charge and spin)**: 323.8 kJ/mol
**Electronic energy**: -1823.15916 a.u.
**Structure (SMILES)**: CC(C)O.CC(C)O.CC(C)O.CC(C)O.CC(C)O.CC(C)O.CC(C)O.CC(C)O.CO.O.O

---

Record 2
A structure of composition C25H76F2NO37P8S2Sr. Source: OMol25; level of theory: the ωB97M-V functional and the def2-TZVPD basis.

```
! RIJCOSX wB97M-V def2-TZVPD def2/J DEFGRID3
* xyz 1 1
Sr 11.5348 5.4718 11.2151
N 10.7632 8.5058 8.5003
S 10.8398 8.6207 6.9741
O 12.1666 8.7451 6.4084
O 9.7348 9.2149 6.2389
F 10.6342 7.0574 6.7514
S 10.9133 10.1778 8.6796
O 9.6124 10.8134 8.9129
O 11.9098 10.9672 7.9769
F 11.5703 10.0814 10.1897
C 5.5845 7.8434 9.2370
O 4.7473 6.9581 9.9088
H 6.0878 8.4022 10.0260
H 6.3364 7.2814 8.6829
H 5.0003 8.4634 8.5570
H 4.2038 6.4539 9.2989
C 14.4621 16.8452 11.0826
O 14.3218 16.5722 12.5152
P 15.2782 17.2859 13.6288
O 15.1659 16.6979 14.9903
O 16.7445 17.1895 12.9500
C 17.8896 17.9411 13.3914
O 14.8867 18.8743 13.5078
C 13.5428 19.2198 13.4760
H 15.3580 17.4377 10.8975
H 13.5869 17.3361 10.6569
H 14.4565 15.8530 10.6315
H 18.4677 18.1664 12.4953
H 18.4770 17.3121 14.0604
H 17.5689 18.8244 13.9438
H 12.8318 18.4032 13.6018
H 13.3443 19.7289 12.5329
H 13.3392 19.9883 14.2217
C 8.0713 17.1674 9.3953
O 8.4095 18.1566 10.3522
P 7.4248 18.6423 11.5613
O 5.9613 18.6590 11.2998
O 8.0443 20.0218 12.0355
C 7.4139 21.2238 11.6702
O 7.7290 17.6388 12.7679
C 7.4420 16.2062 12.8212
H 6.9913 17.0607 9.2939
H 8.4632 16.1910 9.6800
H 8.4640 17.4817 8.4283
H 8.0954 21.6688 10.9451
H 7.4303 21.9578 12.4758
H 6.4786 21.1436 11.1162
H 6.9366 15.9875 13.7619
H 8.3413 15.6000 12.7121
H 6.7534 15.9138 12.0284
C 7.3270 9.8164 15.2861
O 8.1576 9.1336 16.1998
P 9.7762 9.0826 16.0720
O 10.3137 8.3048 14.9055
O 10.2972 8.6825 17.6118
C 10.2225 7.3654 18.1652
O 10.1421 10.6402 16.0252
C 11.4980 11.0537 15.7578
H 6.8892 10.7290 15.6906
H 6.6147 9.2124 14.7240
H 7.9836 10.2220 14.5164
H 11.2015 6.9378 18.3816
H 9.7032 6.6331 17.5471
H 9.7080 7.3568 19.1261
H 11.5096 11.7588 14.9266
H 12.1697 10.2455 15.4684
H 11.8073 11.5742 16.6642
C 10.9815 -0.8144 7.2104
O 9.6964 -0.1808 7.2100
P 9.1000 0.4661 8.5517
O 9.8342 1.5635 9.2011
O 7.5876 0.8308 8.1153
C 7.2979 1.7856 7.0533
O 8.8596 -0.8725 9.4782
C 8.9628 -0.8670 10.8697
H 11.7488 -0.3734 6.5741
H 10.7696 -1.7801 6.7516
H 11.3766 -1.0771 8.1917
H 6.2536 2.0945 7.0997
H 7.3884 1.3472 6.0595
H 7.9503 2.6564 7.1175
H 7.9736 -0.5876 11.2325
H 9.7655 -0.2054 11.1952
H 9.2420 -1.8839 11.1455
C 17.4810 2.6126 10.1764
O 17.5967 3.0341 8.8283
P 16.3284 3.0151 7.7923
O 15.0560 3.4100 8.4141
O 16.8248 3.8385 6.5063
C 16.1532 3.7795 5.3290
O 16.3142 1.4125 7.3357
C 17.4654 0.7607 6.6826
H 17.5692 3.4732 10.8395
H 18.3327 1.9545 10.3484
H 16.5250 2.1559 10.4326
H 16.7075 3.1916 4.5974
H 16.0977 4.8050 4.9640
H 15.0950 3.5335 5.4175
H 18.2080 0.5785 7.4595
H 17.9714 1.4590 6.0158
H 17.1739 -0.1588 6.1750
C 6.8657 16.6575 2.0909
O 7.8674 15.9710 2.9070
P 7.6113 14.3728 3.3014
O 7.5001 13.3948 2.1666
O 8.8474 14.0715 4.3234
C 10.1386 13.9744 3.7328
O 6.3465 14.5140 4.2814
C 5.8820 13.5414 5.1968
H 6.2512 17.2672 2.7532
H 6.1761 15.9194 1.6812
H 7.1950 17.1319 1.1664
H 10.2593 14.7441 2.9705
H 10.1999 12.9783 3.2943
H 10.9509 14.1555 4.4366
H 6.0319 12.5484 4.7729
H 4.8034 13.5649 5.3526
H 6.2884 13.7472 6.1870
C 17.8692 8.7016 9.3221
O 18.1848 8.3316 10.6229
P 17.1110 8.3875 11.8707
O 15.7545 7.8467 11.6337
O 17.8716 7.8783 13.2127
C 17.1930 7.9764 14.4905
O 17.0030 9.9955 12.1535
C 18.1065 10.8482 12.3435
H 16.7858 8.6403 9.2195
H 18.3876 7.9940 8.6751
H 18.2060 9.7070 9.0691
H 17.7802 8.6451 15.1198
H 17.1723 6.9917 14.9574
H 16.1334 8.2264 14.5438
H 18.3907 10.8780 13.3954
H 17.8405 11.8755 12.0942
H 19.0304 10.5146 11.8711
C 10.5746 4.1946 -1.5492
O 9.5151 4.1997 -0.6689
P 9.7804 4.6399 0.8804
O 10.4656 5.9480 1.0740
O 8.3330 4.5190 1.6074
C 7.4161 5.6183 1.4942
O 10.6146 3.3415 1.4322
C 10.1470 2.0748 1.3144
H 11.5080 4.6641 -1.2387
H 10.2066 4.7098 -2.4364
H 10.8599 3.2228 -1.9522
H 6.7122 5.5235 0.6674
H 7.9848 6.5445 1.5769
H 6.8319 5.5980 2.4142
H 9.3832 1.9255 0.5512
H 9.8314 1.6301 2.2582
H 10.8864 1.3863 0.9054
*
```

Computed properties:
**Electronic energy**: -7594.62169 a.u.

---

Record 3
A cluster of 13 separate species, C25H76N6O13 in total. Source: OMol25; level of theory: the ωB97M-V functional and the def2-TZVPD basis.

```
! RIJCOSX wB97M-V def2-TZVPD def2/J DEFGRID3
* xyz 0 1
C -14.3120 24.2520 0.8480
O -14.8440 25.2040 1.7880
H -14.7120 23.2450 1.1070
H -13.1910 24.2910 0.9670
H -14.5540 24.5820 -0.1260
H -15.8130 25.3510 1.6890
C -10.8780 25.9390 0.8050
O -10.3730 26.2780 2.1020
H -11.8140 26.4920 0.6040
H -11.1720 24.9540 0.6010
H -10.1940 26.2310 0.0400
H -10.9930 25.8530 2.7130
C -8.4160 25.3330 -5.3200
O -9.5740 25.5850 -4.5150
H -7.5120 25.3540 -4.7790
H -8.4350 26.0430 -6.1570
H -8.4930 24.3870 -5.8550
H -10.2820 25.7320 -5.1310
C -11.6450 21.9360 -0.5500
O -10.3250 22.3060 -0.4370
H -11.8960 21.6560 -1.5440
H -12.2410 22.7380 -0.2490
H -11.7850 21.0280 -0.0030
H -10.1810 22.9900 -1.1230
C -11.7310 24.3710 -6.4920
O -11.9960 25.7110 -6.1160
N -10.8450 23.9690 -7.3700
N -12.5420 23.4220 -6.1140
H -10.2790 24.6820 -7.8500
H -10.7630 22.9390 -7.6050
H -13.1780 23.5320 -5.2790
H -12.4390 22.4840 -6.4700
C -15.9370 22.8550 -7.3000
O -16.9790 22.2870 -8.0650
N -15.9390 23.0140 -6.0200
N -14.7630 23.0820 -7.8540
H -16.8190 22.9730 -5.5220
H -15.0660 23.1830 -5.4820
H -14.5020 22.7690 -8.8260
H -13.9440 23.4480 -7.4080
C -17.5730 21.4660 -3.8810
O -18.4140 22.5770 -3.9730
N -17.6940 20.4360 -4.6320
N -16.5770 21.3800 -3.0650
H -18.3530 20.5640 -5.4580
H -16.9870 19.6870 -4.7860
H -16.6210 22.0410 -2.2990
H -16.0580 20.4190 -2.9780
C -12.8310 24.5040 -2.8440
C -14.0840 23.6450 -2.8920
C -15.3730 24.5620 -2.9320
O -14.2910 22.8520 -3.8490
H -12.7290 25.1530 -1.9470
H -12.8270 25.1880 -3.7380
H -11.8820 23.9470 -2.7780
H -14.1300 22.9650 -2.0100
H -16.2580 23.9580 -2.7310
H -15.4040 24.9740 -3.9790
H -15.2860 25.3740 -2.1970
H -15.1100 22.3580 -3.7460
C -8.0200 26.3200 -1.8930
C -8.3120 24.8520 -1.7060
C -7.7470 24.2390 -0.4160
O -9.5580 24.6000 -1.7710
H -7.9220 26.8100 -0.9340
H -8.7320 26.8810 -2.4790
H -7.0500 26.3990 -2.4130
H -7.8640 24.3020 -2.5440
H -7.6880 23.1290 -0.5190
H -8.2490 24.5050 0.5180
H -6.7380 24.6170 -0.1940
H -9.8700 24.8940 -2.6200
C -11.5140 20.7070 -4.7380
C -10.1130 21.2460 -4.9370
C -9.8180 22.2730 -3.8860
O -9.1780 20.3900 -4.9310
H -12.3470 21.4290 -4.7530
H -11.5580 20.1180 -3.7860
H -11.7340 19.9540 -5.4880
H -10.1290 21.7410 -5.9220
H -10.2250 23.2580 -3.9830
H -8.7040 22.4310 -3.8440
H -10.2180 22.0340 -2.8970
H -8.7900 20.2170 -4.1080
C -13.6890 17.8880 -3.6030
C -14.4320 18.5960 -2.4850
C -13.7580 19.8070 -1.9350
O -15.5270 19.0500 -2.8360
H -14.2910 17.0190 -3.8960
H -12.8170 17.5680 -3.1510
H -13.4030 18.6080 -4.3030
H -14.5430 17.9120 -1.6430
H -13.5710 20.5290 -2.7020
H -12.8310 19.4940 -1.3940
H -14.4120 20.3640 -1.2100
H -16.1240 18.2290 -2.8380
C -17.1280 22.4560 -0.2390
C -17.6670 21.3980 0.6910
C -17.1320 20.0890 0.1260
O -17.2850 21.5000 1.8930
H -16.1070 22.2240 -0.5100
H -17.1320 23.4030 0.3490
H -17.6960 22.5380 -1.0960
H -18.7740 21.3660 0.6660
H -16.1040 19.9490 0.2100
H -17.3050 20.0320 -0.9690
H -17.7110 19.3680 0.6830
H -18.0320 21.1640 2.4270
C -14.6960 19.8970 -6.2740
C -15.7910 18.9190 -6.5150
C -15.3160 17.8760 -7.6020
O -16.0940 18.2040 -5.5610
H -14.6800 20.6110 -7.0370
H -13.6890 19.4200 -6.3570
H -14.7430 20.5040 -5.3690
H -16.6420 19.5110 -6.8120
H -15.9120 17.0600 -7.6730
H -14.3000 17.5570 -7.3710
H -15.3960 18.3100 -8.5490
H -15.6880 17.3270 -5.7130
*
```

Computed properties:
**Energy relative to the best compared isomer or geometry (same formula, charge and spin)**: 59.6 kJ/mol
**Electronic energy**: -2304.42404 a.u.

---

Number 1: strongest force on any atom 3.4 eV/Å. Number 2: strongest force on any atom 8.4 eV/Å. Number 3: strongest force on any atom 11.9 eV/Å.